{"formula": "C3H8ClNSi", "method": "wB97M-V/def2-TZVPD", "elements": ["Cl", "Si", "N", "C", "C", "C", "H", "H", "H", "H", "H", "H", "H", "H"], "coordinates": [[-1.91723, -0.72513, 1.06948], [-0.32566, 0.44842, 1.15016], [1.13009, -1.23693, 0.81109], [-1.55895, 2.08217, -0.70750], [-0.40081, 1.91079, -0.05292], [1.08893, -1.93695, -0.54374], [0.50725, 2.19389, -0.51636], [0.35967, 0.58700, 2.52746], [0.57050, -2.98745, -0.52818], [2.09443, -0.90720, 0.84091], [0.61069, -1.35631, -1.32069], [-1.79074, 2.82828, -1.47783], [-2.47232, 1.42887, -0.49710], [2.10412, -2.32944, -0.75481]], "atomic_forces_ev_per_a": [[-1.31, -0.35, 0.14], [4.89, -2.32, 0.09], [-1.94, 1.73, -1.35], [-1.52, -0.58, 0.31], [-1.48, -2.17, -0.18], [-0.33, -2.21, 1.61], [0.91, 1.17, 0.12], [-1.08, 0.44, -0.90], [0.15, 2.00, 0.42], [-0.30, 0.42, 0.39], [0.32, 0.07, -0.45], [0.68, -0.30, 0.08], [1.29, 1.13, 0.15], [-0.28, 0.96, -0.43]], "e_tot_ev": -25129.4828, "charge": 0, "smiles": "C=C[Si@@H](Cl)NC", "homo_ha": -0.30596}

=====

{"formula": "CH7NSi2", "method": "wB97M-V/def2-TZVPD", "elements": ["Si", "Si", "N", "C", "H", "H", "H", "H", "H", "H", "H"], "coordinates": [[-0.10824, -1.30926, 2.88483], [-0.20019, 1.82334, -0.43484], [-0.37007, 0.47043, -1.19530], [0.15469, -0.83391, -1.30410], [1.04433, 2.47091, 0.22634], [1.27519, -0.90155, -1.12392], [-0.79227, -0.01561, 2.40583], [-0.11555, -1.19577, -2.28934], [-1.50919, 2.23285, -0.21627], [0.98931, -1.35671, 1.66641], [-0.36800, -1.38473, -0.61965]], "atomic_forces_ev_per_a": [[0.78, 0.03, -0.97], [1.79, -0.25, 0.31], [0.03, -0.06, 0.33], [2.36, 1.56, -2.04], [-0.92, -0.28, -0.41], [-1.17, -0.21, -0.25], [0.28, -0.22, -0.07], [0.34, -0.50, -0.29], [-1.38, 1.62, 0.47], [-1.05, 0.23, 1.04], [-1.06, -1.92, 1.88]], "e_tot_ev": -18390.6159, "charge": 0, "homo_ha": -0.31586}

=====

{"formula": "C30H26F5N5O5Tl", "method": "wB97M-V/def2-TZVPD", "elements": ["Tl", "F", "F", "F", "F", "F", "O", "O", "O", "O", "O", "N", "N", "N", "N", "N", "C", "C", "C", "C", "C", "C", "C", "C", "C", "C", "C", "C", "C", "C", "C", "C", "C", "C", "C", "C", "C", "C", "C", "C", "C", "C", "C", "C", "C", "C", "H", "H", "H", "H", "H", "H", "H", "H", "H", "H", "H", "H", "H", "H", "H", "H", "H", "H", "H", "H", "H", "H", "H", "H", "H", "H"], "coordinates": [[1.11251, -1.15454, -1.35147], [-1.89092, -3.16248, -0.85507], [-5.17518, -0.95005, -3.25333], [-3.92736, 1.41815, -3.03905], [-1.57851, 1.53574, -1.55978], [-4.19501, -3.19874, -2.25600], [-0.55302, -1.50221, 3.22530], [3.78581, 5.36385, -4.39313], [4.93100, 5.37686, -2.46215], [-2.43457, -3.25008, 4.24375], [0.58221, 0.15926, 1.46656], [1.85041, 1.57395, -1.85033], [-1.01943, 1.68792, 1.68034], [-1.01245, -4.98063, 4.12537], [3.36133, 0.09438, 0.24010], [0.26416, 0.32006, -3.90835], [-1.61384, 0.67203, -5.34458], [0.26672, -5.60379, 3.97606], [3.42009, 2.19361, 1.34819], [-0.31343, 2.67088, 0.86259], [2.16896, 3.27968, -3.46094], [4.17376, 0.23323, 2.43222], [-1.68816, -0.82813, -1.16592], [-2.38914, 1.94593, 2.17998], [-3.35845, 0.32115, -2.44073], [3.78352, -0.52292, 1.32332], [-0.51950, 0.45341, 1.82341], [3.17419, 3.85130, -2.63393], [-1.41585, -0.70347, 2.40260], [0.47763, 1.63523, -3.80078], [-2.03838, -5.75032, 4.83342], [-0.36263, 2.54797, -4.46722], [-0.75006, -0.15016, -4.68781], [-2.33246, -2.00197, -1.41986], [2.78047, 2.12910, -1.04636], [-1.40524, 2.04474, -5.23427], [-0.41078, -2.84971, 3.01062], [3.94067, 1.58880, 2.52206], [3.20518, 1.41758, 0.21827], [-3.98640, -0.89762, -2.65812], [-1.37484, -3.68191, 3.85091], [-3.45578, -2.08943, -2.19554], [4.08535, 4.99750, -3.25806], [1.54748, 2.17080, -3.00034], [-2.17327, 0.31033, -1.73808], [3.47645, 3.27248, -1.42358], [4.20392, 2.18691, 3.38313], [-2.78126, 2.84207, 1.83097], [3.98827, -1.57406, 1.21535], [-3.04499, 1.13605, 1.87916], [-0.88629, -1.22242, -4.59601], [-1.75212, -1.27235, 1.52449], [3.17659, 3.21494, 1.35575], [-2.45856, 0.26844, -5.90602], [0.13656, -6.60224, 3.62228], [2.02607, 3.80743, -4.39099], [0.24929, 3.31350, 1.52958], [0.62138, -3.16840, 3.31160], [-0.18173, 3.64660, -4.38405], [-2.38344, 1.97142, 3.25926], [-1.05273, 3.26673, 0.32348], [0.98082, -5.12971, 3.34882], [-2.26153, -0.45827, 3.01493], [-2.10289, 2.70375, -5.72587], [0.74218, -5.72967, 4.93744], [-1.70054, -5.94234, 5.88978], [-0.58155, -3.13975, 1.99156], [-2.16480, -6.71877, 4.23838], [0.39291, 2.27737, 0.15061], [-3.02102, -5.25067, 4.87563], [4.21039, 3.79159, -0.86789], [4.63185, -0.20591, 3.32832]], "atomic_forces_ev_per_a": [[-0.34, 0.45, 0.04], [0.17, -0.26, 0.07], [-0.55, 0.19, -0.51], [0.49, -0.50, 0.66], [0.03, -0.38, 0.00], [-0.17, -0.53, -0.42], [0.02, 1.01, 0.13], [-0.19, 0.01, -0.82], [1.42, 0.63, 0.78], [-0.45, 0.69, -0.09], [2.20, -0.62, -0.78], [0.58, -0.51, 1.31], [-1.25, -0.03, -0.20], [-1.43, 0.86, 0.05], [-0.55, -0.14, -1.19], [-0.18, -0.22, -0.12], [-0.42, 0.27, -0.46], [-0.14, -0.40, 0.78], [0.64, -1.33, 1.36], [-0.49, 0.63, 0.68], [2.28, 2.03, 1.30], [0.25, -0.71, 1.74], [1.44, 0.19, 0.07], [1.30, -1.68, 0.22], [-0.64, 0.00, -1.11], [0.93, 1.54, 0.17], [-1.80, -0.63, 0.60], [-0.35, -0.30, -2.13], [1.26, -0.58, -0.06], [-1.99, -0.80, -1.45], [0.33, -1.53, -0.16], [-0.17, 0.42, -0.42], [1.18, 0.11, 1.76], [0.43, 0.29, 0.19], [0.22, -0.88, -0.47], [0.14, 0.21, 0.20], [0.60, -0.77, 0.89], [-0.56, 0.34, -2.36], [-0.60, 0.46, 0.23], [0.13, -0.07, 0.09], [0.54, -0.37, 0.03], [-0.57, 0.68, 0.65], [-1.45, -0.60, 0.87], [0.03, -0.45, 0.55], [-0.49, 0.40, 0.29], [-1.11, 0.11, -0.54], [-0.08, -0.14, 0.08], [-0.43, 1.66, -0.84], [-0.20, -0.33, 0.30], [-0.21, 0.05, -0.18], [-0.03, -0.01, -0.39], [0.01, 0.14, 0.05], [-0.14, 1.24, -0.19], [0.29, 0.14, 0.15], [-0.19, -0.81, -0.55], [-0.21, -0.29, -0.23], [0.18, 0.43, 0.09], [-0.67, 0.63, -0.45], [-0.31, -1.17, -0.01], [-0.04, 0.11, 0.44], [0.11, -0.04, 0.04], [0.16, 0.67, -0.68], [-0.37, 0.42, 0.15], [0.01, 0.24, -0.05], [0.27, 0.09, 0.63], [-0.34, -0.13, -0.93], [0.04, -0.14, -0.90], [0.13, 0.95, 1.15], [-0.11, -0.70, -0.09], [0.84, -0.01, -0.21], [0.84, 0.04, 0.77], [-0.23, -0.33, -0.56]], "e_tot_ev": -67500.9173, "charge": -1, "homo_ha": -0.20129}

=====

{"formula": "C7H9N3O3", "method": "wB97M-V/def2-TZVPD", "elements": ["O", "O", "O", "N", "N", "N", "C", "C", "C", "C", "C", "C", "C", "H", "H", "H", "H", "H", "H", "H", "H", "H"], "coordinates": [[-3.41962, 0.66163, 0.79220], [-2.76871, -1.51242, -0.96938], [-0.28662, 1.18213, -1.61646], [-1.25090, 1.38306, 0.49152], [0.55711, -0.85470, 0.25725], [0.48597, -0.45679, 1.59083], [-1.83490, -0.74395, -0.29753], [-2.29584, 0.41137, 0.39533], [3.49577, 0.87606, -0.43992], [1.89379, -1.21795, -0.16948], [2.76405, -0.06272, -0.31974], [-0.51004, -0.99000, -0.55279], [-0.35082, 1.62575, -0.50618], [1.82886, -1.74059, -1.12772], [2.32504, -1.89058, 0.58200], [-1.38087, 2.10593, 1.18405], [-0.42927, -0.69230, 1.96887], [0.63603, 0.54754, 1.70357], [4.14491, 1.69288, -0.55836], [-0.33110, -1.64680, -1.39972], [-3.62855, -1.09601, -0.83096], [0.35572, 2.41846, -0.17737]], "atomic_forces_ev_per_a": [[0.02, -0.16, -0.16], [0.07, 0.02, 0.04], [0.13, 0.05, -0.47], [-0.96, -0.40, 0.13], [0.00, 0.23, 0.09], [0.46, -0.12, 0.36], [0.20, -0.28, 0.01], [0.42, 0.46, 0.13], [-0.29, -0.34, 0.07], [-0.13, -0.35, 0.00], [0.27, 0.30, -0.05], [-0.96, -1.84, 0.49], [0.60, 2.21, -0.02], [-0.05, 0.00, 0.12], [-0.13, 0.05, -0.13], [0.07, 0.02, -0.02], [0.04, -0.03, -0.20], [-0.16, -0.30, -0.19], [0.33, 0.44, -0.06], [0.12, 0.12, -0.06], [-0.03, 0.06, -0.02], [-0.02, -0.10, -0.05]], "e_tot_ev": -18013.6398, "charge": 0, "smiles": "C#CCN(N)/C=C(/O)C(=O)NC=O", "homo_ha": -0.28212}

=====

{"formula": "C9H14", "method": "wB97M-V/def2-TZVPD", "elements": ["C", "C", "C", "C", "C", "C", "C", "C", "C", "H", "H", "H", "H", "H", "H", "H", "H", "H", "H", "H", "H", "H", "H"], "coordinates": [[-2.11772, -0.20906, -0.09346], [-1.05003, -0.29065, -1.01378], [-1.85496, 2.20574, 0.26353], [-0.65831, -1.54285, -1.74454], [2.74361, -0.21181, 0.98854], [-2.54027, 1.01919, 0.43978], [-0.72152, 2.11890, -0.55377], [-0.38668, 0.93878, -1.17369], [1.93087, -1.31055, 1.67871], [-1.98264, 3.08721, 0.87602], [-3.36028, 0.94573, 1.17354], [-0.46071, -2.44149, -1.17438], [-2.77538, -1.07137, -0.07904], [1.36573, -0.82569, 2.48256], [1.28417, -1.87913, 1.03719], [-0.27542, 3.05357, -0.85861], [3.79010, -0.39099, 0.75559], [2.60323, -2.02874, 2.19762], [-1.33139, -1.61517, -2.62766], [0.32776, -1.36541, -2.26241], [2.34711, 0.06944, 0.01103], [0.44431, 1.04478, -1.90172], [2.67843, 0.69956, 1.57895]], "atomic_forces_ev_per_a": [[-0.15, 0.17, -1.94], [-0.19, 1.29, 1.76], [1.34, -0.99, 0.13], [1.29, 1.27, -1.96], [-0.29, 0.58, -0.71], [-0.53, -0.94, 1.57], [-1.44, 0.63, -0.13], [1.35, -0.34, -1.51], [1.25, 0.02, 1.13], [-0.63, 0.10, -0.27], [0.23, 0.30, -0.57], [-0.78, -0.16, 0.22], [0.02, -0.06, 0.70], [-0.28, -0.36, -0.28], [-0.34, -0.10, -0.35], [0.63, -0.08, 0.16], [0.15, -0.46, 0.45], [-0.39, 0.33, -0.36], [0.08, -0.76, 0.81], [-0.72, 0.05, 0.58], [-0.39, -0.09, 0.03], [-0.45, -0.50, 0.47], [0.25, 0.08, 0.05]], "e_tot_ev": -9559.3266, "charge": 0, "smiles": "Cc1ccccc1.CC", "homo_ha": -0.33471}

=====

{"formula": "C3H8O2S", "method": "wB97M-V/def2-TZVPD", "elements": ["S", "O", "O", "C", "C", "C", "H", "H", "H", "H", "H", "H", "H", "H"], "coordinates": [[-0.55802, 0.66064, 0.76997], [3.35255, -1.14317, -1.24413], [1.84473, -1.58506, 0.36732], [-2.32912, 0.40631, 1.05470], [-0.42959, 0.57748, -1.03680], [2.86715, -0.89510, -0.18894], [-2.93266, 0.99317, 0.36302], [-2.49975, 0.80391, 2.05472], [-1.01694, 1.38580, -1.48275], [3.23825, -0.08441, 0.45932], [0.60691, 0.84021, -1.24966], [1.15292, -0.94697, 0.62410], [-0.67345, -0.37178, -1.50336], [-2.62297, -0.64104, 1.01249]], "atomic_forces_ev_per_a": [[-0.18, -0.11, -0.40], [0.16, -0.32, -0.16], [-0.08, 0.00, -0.63], [0.15, 0.08, 0.15], [0.07, 0.82, 0.00], [-0.03, 0.27, 0.34], [0.15, 0.00, -0.08], [-0.12, -0.16, 0.01], [-0.11, -0.22, 0.07], [-0.06, 0.12, -0.03], [0.06, -0.22, -0.08], [-0.06, -0.14, 0.57], [-0.03, -0.16, 0.24], [0.07, 0.04, -0.02]], "e_tot_ev": -18170.6208, "charge": 0, "smiles": "O=CO.CSC", "homo_ha": -0.34301}